# 1
{"formula": "C34H36IrN3PS5Sb", "method": "ωB97M-V with the def2-TZVPD basis set", "elements": ["Ir", "S", "C", "S", "C", "C", "S", "S", "S", "C", "C", "Sb", "C", "C", "C", "C", "H", "H", "H", "H", "H", "H", "H", "H", "H", "H", "H", "H", "H", "H", "H", "N", "C", "N", "C", "C", "C", "C", "C", "C", "H", "H", "H", "H", "H", "H", "N", "P", "C", "C", "C", "C", "C", "C", "C", "C", "C", "C", "C", "C", "C", "C", "C", "C", "C", "C", "H", "H", "H", "H", "H", "H", "H", "H", "H", "H", "H", "H", "H", "H", "H"], "coordinates": [[0.562534, 0.381239, -1.909979], [4.986139, 6.040929, -1.482255], [3.995349, 4.748836, -1.656993], [2.304806, 4.876929, -2.016065], [1.950462, 3.169046, -2.048628], [2.987400, 2.340178, -1.802915], [2.806309, 0.621578, -1.796006], [4.523777, 3.105891, -1.484864], [0.363729, 2.566325, -2.389779], [-3.545052, 1.795062, -0.634042], [-3.539190, 1.356020, -2.095923], [-1.949764, -0.008060, -2.505688], [-2.305151, -0.374907, -4.583980], [-1.951354, 0.843579, -5.433389], [-2.802868, -1.772097, -1.630648], [-3.980131, -2.359103, -2.400718], [-4.385398, 2.460638, -0.428250], [-2.623323, 2.318912, -0.376553], [-3.629968, 0.944437, 0.044387], [-3.424232, 2.212603, -2.761371], [-4.462852, 0.844360, -2.374296], [-3.354000, -0.652571, -4.700655], [-1.704235, -1.241227, -4.869645], [-2.614284, 1.683246, -5.216909], [-2.040344, 0.623959, -6.498706], [-0.929574, 1.180321, -5.245513], [-3.106074, -1.485059, -0.621510], [-2.001655, -2.501807, -1.514300], [-4.789996, -1.636291, -2.520950], [-4.393256, -3.224427, -1.878390], [-3.685489, -2.690148, -3.397481], [1.746894, -3.654062, -2.674155], [1.554911, -2.329643, -2.863689], [0.905604, -1.769509, -1.874980], [0.644783, -2.792974, -0.963784], [-0.050789, -2.776163, 0.241914], [-0.177233, -3.969814, 0.919297], [0.371799, -5.161777, 0.418750], [1.052899, -5.194963, -0.780803], [1.171094, -3.986967, -1.461016], [2.230469, -4.267342, -3.305404], [1.926916, -1.798986, -3.725261], [-0.473845, -1.849707, 0.597677], [-0.712724, -3.989682, 1.860049], [0.252171, -6.076817, 0.983642], [1.469191, -6.114188, -1.170778], [0.016205, 0.529096, 0.013931], [0.547383, 0.660833, 1.440883], [-0.712294, 0.090364, 2.638053], [-1.912211, -0.396061, 2.135742], [-2.911842, -0.839731, 2.990540], [-2.715066, -0.795303, 4.362833], [-1.522558, -0.299216, 4.875358], [-0.527734, 0.144830, 4.017817], [2.078627, -0.191470, 1.965032], [3.291678, 0.352103, 1.540191], [4.487851, -0.291397, 1.809921], [4.486844, -1.492278, 2.508441], [3.288158, -2.040080, 2.939958], [2.090373, -1.391028, 2.670325], [0.880976, 2.385748, 1.948327], [1.645753, 2.733998, 3.059772], [1.857999, 4.068002, 3.373793], [1.315001, 5.064560, 2.573433], [0.561487, 4.725046, 1.459017], [0.343778, 3.390030, 1.149012], [-2.032131, -0.409741, 1.059691], [-3.844553, -1.215800, 2.587624], [-3.490119, -1.141681, 5.034655], [-1.369215, -0.256351, 5.946106], [0.394938, 0.536838, 4.428298], [3.298270, 1.293438, 1.003540], [5.420423, 0.144338, 1.474493], [5.421031, -1.997026, 2.720123], [3.282673, -2.973706, 3.488406], [1.160754, -1.829412, 3.011984], [2.104434, 1.962938, 3.668172], [2.461118, 4.331227, 4.233487], [1.492471, 6.105690, 2.811146], [0.153223, 5.500571, 0.823186], [-0.218148, 3.104864, 0.267290]], "atomic_forces_ev_per_a": [[-0.042, 0.088, -0.130], [0.000, 0.009, 0.006], [0.000, -0.012, 0.003], [0.001, 0.004, -0.017], [0.040, -0.034, -0.005], [-0.036, 0.043, -0.008], [0.280, -0.021, -0.005], [0.009, 0.008, 0.005], [-0.101, 0.240, -0.067], [-0.013, 0.029, 0.007], [0.122, 0.080, 0.051], [0.040, -0.251, 0.059], [-0.059, 0.021, 0.007], [0.020, 0.003, 0.005], [-0.019, 0.020, 0.000], [-0.022, 0.017, -0.019], [0.007, 0.012, -0.009], [0.016, -0.025, 0.004], [-0.018, -0.006, 0.000], [0.012, -0.003, -0.006], [-0.004, 0.004, 0.002], [0.005, 0.002, -0.041], [0.007, 0.000, 0.022], [0.009, 0.006, 0.007], [-0.010, -0.002, 0.002], [-0.003, -0.001, -0.004], [0.010, -0.007, 0.022], [-0.025, 0.013, -0.039], [0.005, 0.005, -0.004], [-0.001, 0.004, 0.004], [0.005, -0.001, 0.004], [-0.022, -0.005, 0.004], [0.115, -0.003, 0.039], [-0.010, 0.102, 0.074], [-0.044, 0.014, -0.013], [-0.010, 0.002, 0.003], [-0.003, 0.006, 0.015], [0.008, -0.019, -0.009], [-0.009, 0.000, 0.011], [0.025, 0.014, -0.002], [0.013, -0.001, 0.008], [-0.015, -0.004, -0.002], [0.044, 0.010, 0.025], [-0.002, 0.005, 0.000], [0.005, 0.001, 0.002], [-0.002, 0.002, -0.004], [-0.740, -0.787, -0.060], [0.417, 0.411, 0.101], [-0.051, 0.001, -0.097], [0.008, -0.012, 0.029], [-0.009, -0.005, 0.006], [0.002, -0.001, 0.000], [0.000, -0.001, -0.006], [0.035, 0.033, -0.012], [0.025, 0.037, -0.052], [0.018, 0.016, 0.076], [0.004, -0.015, 0.007], [0.002, 0.010, -0.007], [-0.001, -0.010, -0.003], [-0.061, -0.051, -0.064], [0.071, -0.022, 0.016], [0.004, 0.022, 0.012], [0.005, -0.016, 0.006], [-0.007, 0.010, -0.019], [-0.001, 0.016, 0.012], [0.002, -0.034, 0.021], [-0.042, 0.019, -0.012], [0.005, -0.001, -0.001], [-0.001, 0.005, 0.000], [0.001, 0.001, -0.002], [0.003, -0.019, -0.002], [0.011, -0.012, 0.009], [0.001, 0.000, 0.000], [0.001, 0.000, 0.002], [-0.001, 0.002, 0.001], [-0.018, 0.005, -0.004], [0.000, 0.012, 0.005], [-0.001, 0.000, 0.001], [0.002, -0.001, -0.002], [0.002, -0.002, -0.003], [-0.010, 0.020, 0.033]], "lowdin_charge": [0.51, 0.52, -1.51, 0.90, -1.12, -1.13, 0.55, 0.89, 0.48, -0.18, -0.40, 1.36, -0.43, -0.20, -0.40, -0.18, 0.07, 0.06, 0.05, 0.05, 0.05, 0.05, 0.05, 0.06, 0.07, 0.05, 0.04, 0.03, 0.06, 0.07, 0.06, 0.14, -0.17, -0.09, -0.22, -0.03, -0.07, -0.08, -0.01, -0.19, 0.16, 0.13, 0.06, 0.11, 0.10, 0.11, -0.44, 0.73, -0.27, -0.11, -0.08, -0.09, -0.08, -0.08, -0.28, -0.12, -0.07, -0.09, -0.08, -0.09, -0.27, -0.09, -0.08, -0.08, -0.08, -0.09, 0.05, 0.10, 0.10, 0.10, 0.10, 0.08, 0.11, 0.10, 0.10, 0.10, 0.10, 0.10, 0.10, 0.10, 0.05], "homo_lumo_gap_ha": 0.2485, "e_lumo_ev": 0.0, "energy_ev": -113155.6149}

***

# 2
{"formula": "C7H9NO2S", "method": "ωB97M-V with the def2-TZVPD basis set", "elements": ["C", "C", "C", "C", "C", "C", "S", "N", "O", "O", "C", "H", "H", "H", "H", "H", "H", "H", "H", "H"], "coordinates": [[-1.750071, -2.280701, 0.836465], [-0.537929, -1.425228, 0.495008], [0.758651, -1.702656, 0.929825], [1.811464, -0.829487, 0.753378], [1.700825, 0.252855, -0.122128], [0.417727, 0.514012, -0.609120], [0.133852, 2.047882, -1.598543], [-0.224415, 3.223873, -0.496656], [1.447107, 2.306516, -2.186518], [-1.068018, 1.833789, -2.386137], [-0.684045, -0.255802, -0.249654], [-2.615631, -2.022793, 0.219654], [-1.531245, -3.347471, 0.686894], [-2.040554, -2.144214, 1.881484], [0.930172, -2.532867, 1.593685], [2.792257, -1.129691, 1.191104], [2.517536, 0.941643, -0.313604], [0.583109, 3.536078, -0.041842], [-0.990500, 3.046789, 0.091362], [-1.650290, -0.032529, -0.674657]], "atomic_forces_ev_per_a": [[0.458, -0.112, -0.134], [-0.017, 0.377, -0.166], [-0.636, 0.062, 1.055], [1.407, -0.473, -0.768], [-0.737, 0.222, 0.633], [-0.134, 1.057, -0.028], [0.548, -2.026, -0.439], [0.422, -0.246, -2.078], [-1.907, 0.501, 0.724], [1.240, 0.442, 0.753], [0.095, -0.462, -0.604], [0.207, 0.019, 0.029], [-0.053, 0.284, 0.062], [0.077, -0.014, -0.044], [-0.050, -0.419, -0.011], [-0.841, 0.542, -0.391], [-0.068, -0.248, -0.142], [1.279, 0.588, 0.873], [-1.134, -0.354, 0.675], [-0.155, 0.263, 0.002]], "lowdin_charge": [-0.04, -0.25, -0.06, -0.08, -0.06, -0.25, 0.65, -0.04, -0.32, -0.31, -0.04, 0.08, 0.08, 0.08, 0.11, 0.12, 0.11, 0.05, 0.06, 0.11], "homo_lumo_gap_ha": 0.3738, "smiles": "Cc1cccc(S(N)(=O)=O)c1", "e_lumo_ev": 0.5, "energy_ev": -23824.7920}

***

# 3
{"formula": "C5H15N3O2", "method": "ωB97M-V with the def2-TZVPD basis set", "elements": ["C", "C", "C", "N", "O", "H", "H", "H", "H", "H", "H", "H", "H", "H", "C", "C", "N", "O", "N", "H", "H", "H", "H", "H", "H"], "coordinates": [[-1.400421, -0.734138, 1.877380], [-0.010246, -0.483129, -0.410907], [-0.976397, -0.043604, 3.133602], [-1.207041, -0.262701, -1.178469], [-2.660194, -0.395480, 1.386988], [-2.819753, 0.542917, 1.549769], [-1.322285, -1.816536, 1.881345], [-1.254216, -0.897781, -1.967711], [-2.045044, -0.367764, -0.613163], [0.325658, -1.477173, -0.137165], [-0.213690, -0.060411, 0.745157], [-1.676734, -0.225399, 3.961676], [-0.926794, 1.042583, 3.002078], [-0.004071, -0.417332, 3.463535], [2.344051, 0.743379, -0.114715], [1.228784, 0.497523, -1.101824], [0.904911, -0.388157, -3.243320], [0.597018, 1.671822, -1.535889], [1.481011, -0.511434, -2.004722], [-0.354643, 1.442710, -1.598175], [0.632010, 0.559219, -3.510035], [1.482803, -0.837139, -3.941863], [2.733565, -0.198565, 0.266275], [1.978501, 1.358254, 0.705973], [3.163216, 1.258338, -0.615821]], "atomic_forces_ev_per_a": [[-0.825, -0.110, 0.996], [0.659, 3.058, 2.907], [-0.075, 0.005, 0.154], [0.133, -0.401, -0.061], [0.169, 0.178, 0.005], [0.009, -0.066, 0.020], [0.207, -0.001, -0.212], [-0.030, 0.042, -0.050], [0.175, -0.025, -0.008], [0.127, -0.288, -0.781], [0.082, -0.640, -2.230], [-0.040, -0.049, -0.094], [0.151, -0.039, -0.025], [-0.003, 0.165, -0.123], [-0.066, 0.129, -0.309], [-3.079, -1.413, 1.857], [-0.036, 0.253, 0.285], [0.542, -0.127, -0.091], [1.802, -0.399, -2.523], [0.078, -0.138, 0.015], [0.218, -0.113, 0.164], [-0.160, -0.061, 0.102], [-0.100, -0.062, -0.013], [0.014, 0.004, 0.004], [0.047, 0.098, 0.010]], "lowdin_charge": [-0.30, -0.19, -0.11, 0.01, -0.06, 0.10, 0.11, 0.08, 0.06, 0.10, 0.12, 0.08, 0.08, 0.08, -0.02, -0.61, 0.02, -0.02, -0.02, 0.07, 0.09, 0.08, 0.08, 0.08, 0.08], "homo_lumo_gap_ha": [0.2852, 0.2760], "e_lumo_ev": [0.8, 0.8], "energy_ev": -13988.7138}

***

# 4
{"formula": "C2HF5O", "method": "ωB97M-V with the def2-TZVPD basis set", "elements": ["F", "O", "C", "F", "C", "F", "F", "F", "H"], "coordinates": [[-0.392906, 2.537242, 0.894355], [0.172099, 1.217043, 0.735935], [-0.181536, 0.472716, -0.369677], [0.686573, 0.710177, -1.465232], [0.184636, -1.042611, 0.129060], [-0.591903, -1.965077, -0.530427], [1.499166, -1.200251, -0.186388], [-0.071816, -1.167852, 1.430963], [-1.304312, 0.438614, -0.638590]], "atomic_forces_ev_per_a": [[-0.086, -1.118, -1.077], [0.312, 0.145, 0.457], [-0.449, -1.075, -0.593], [-1.882, 0.075, 1.357], [-0.090, 1.204, -1.098], [1.258, 1.148, 0.606], [-1.557, -0.748, 0.937], [0.602, -0.342, -0.658], [1.891, 0.710, 0.069]], "lowdin_charge": [-0.01, 0.04, -0.20, 0.03, -0.49, 0.12, 0.14, 0.17, 0.20], "homo_lumo_gap_ha": 0.4514, "smiles": "FO[C@@H](F)C(F)(F)F", "e_lumo_ev": -0.5, "energy_ev": -17721.1032}